{
  "formula": "C33H26Br2MnN5O5S",
  "method": "ωB97M-V/def2-TZVPD",
  "charge": 1,
  "fmax_ev_per_a": 0.9,
  "homo_ev": [-9.455, -9.403],
  "de_lowest_ev": 0.000,
  "s_squared": 0.7781,
  "homo_lumo_gap_ev": [6.36, 6.30],
  "multiplicity": 2,
  "symbols": ["C", "H", "H", "C", "N", "H", "C", "C", "C", "N", "H", "H", "O", "H", "H", "H", "Mn", "H", "H", "C", "H", "H", "O", "C", "H", "C", "H", "C", "H", "C", "C", "C", "N", "O", "C", "Br", "H", "Br", "C", "C", "H", "H", "S", "H", "C", "H", "C", "C", "C", "C", "H", "C", "C", "H", "C", "C", "C", "C", "H", "N", "N", "C", "O", "C", "C", "C", "O", "C", "C", "C", "H", "H", "H"],
  "xyz": [[1.175255, -2.173778, 2.409451], [0.150712, 2.535966, 4.355985], [-0.089030, -2.987257, 3.894004], [-2.435358, -1.931577, -0.285795], [-1.214782, -1.745923, -0.870931], [1.421525, -3.906626, 3.666674], [2.769579, -1.650120, 0.528420], [-3.365831, -2.874197, -0.763253], [-0.955019, -2.324034, -2.014260], [0.916134, -0.651264, -2.783047], [2.788046, -0.520299, -6.327314], [-0.657498, 2.303372, -3.414042], [-1.854244, -0.111710, 1.082317], [3.500238, -2.782092, 3.618517], [1.449271, -2.364977, 4.519860], [0.355470, 5.969005, 5.052690], [-0.105750, -0.452243, 0.277935], [0.842663, 2.122935, -5.393540], [3.781730, 0.607172, -5.395921], [2.788621, 0.432253, -5.804306], [2.527845, 1.230585, -6.492755], [1.102538, -2.739446, -2.504936], [-0.315463, 0.679082, -1.367130], [0.668412, 2.328727, 3.430502], [1.962121, -1.137342, -1.220895], [1.842047, 1.728784, 1.059761], [2.282733, 1.468548, 0.104255], [0.851548, 1.392716, -4.596352], [5.761358, -2.746095, 2.686390], [-2.717365, -1.032650, 0.792198], [-0.054243, 5.116841, 6.987696], [-4.850170, -2.197328, 1.009951], [0.208090, 4.191755, 7.904644], [1.723340, -1.241402, -0.262230], [1.799103, 3.044477, 3.051914], [-5.867216, -4.282766, -0.610342], [-5.786664, -2.296021, 1.541355], [-4.381548, -0.094094, 2.871062], [-3.010176, -3.569543, -1.941311], [1.899610, 3.311154, 6.456657], [1.370925, 2.572164, 8.401974], [6.108758, -2.064593, 0.327013], [2.516486, 4.355234, 3.978108], [2.682468, 2.583421, 6.290182], [4.041689, -1.664083, -0.021679], [-3.688666, -4.305535, -2.350575], [-1.845230, -3.262957, -2.583091], [0.030658, 1.483028, -3.541199], [-3.937609, -1.216825, 1.425968], [4.922225, -2.444305, 2.076242], [0.073807, -2.256758, -3.835019], [1.604176, 4.273722, 5.502084], [0.312412, -2.046907, -2.791756], [-0.835981, 5.827165, 7.230290], [0.187234, 1.338288, 2.595078], [1.168725, 3.311400, 7.635454], [3.644902, -2.457210, 2.598072], [2.533280, -2.062745, 1.841682], [-1.593366, -3.738781, -3.521540], [1.793736, 0.406913, -4.727996], [0.761915, 1.030013, 1.426305], [0.977118, -2.912190, 3.701169], [2.771155, -1.441352, -3.850230], [5.115796, -2.058158, 0.756378], [0.142953, 0.510502, -2.488880], [1.903003, -0.601463, -3.803311], [0.184539, -1.694753, 1.867409], [0.610522, 5.201358, 5.770274], [-4.584888, -3.006330, -0.062383], [2.394067, 2.726518, 1.829225], [-0.705954, 0.777005, 2.839107], [3.274011, 3.252528, 1.483908], [4.181028, -1.373628, -1.057446]],
  "forces_ev_per_a": [[-0.1, 0.0, 0.1], [0.0, 0.0, 0.0], [0.0, 0.0, 0.0], [0.0, 0.0, 0.0], [0.0, 0.1, 0.2], [0.0, 0.0, 0.0], [0.0, 0.1, -0.3], [0.0, 0.0, 0.0], [0.0, 0.0, -0.1], [-0.3, -0.1, -0.4], [0.0, 0.0, 0.0], [0.0, 0.0, 0.0], [0.1, -0.1, 0.0], [0.0, 0.0, 0.0], [0.0, 0.0, 0.0], [0.0, 0.0, 0.0], [-0.2, -0.1, 0.2], [0.0, 0.0, 0.0], [0.0, 0.0, 0.0], [0.0, 0.0, 0.0], [0.0, 0.0, 0.0], [0.0, 0.0, 0.0], [-0.1, 0.2, -0.1], [0.0, 0.0, 0.0], [-0.1, -0.1, 0.9], [0.0, 0.0, 0.0], [0.0, 0.0, 0.0], [0.0, 0.0, -0.1], [0.0, 0.0, 0.0], [0.0, 0.0, 0.0], [0.0, 0.0, 0.0], [0.0, 0.0, 0.0], [0.0, 0.0, 0.0], [0.2, 0.1, -0.8], [0.0, 0.1, 0.0], [0.0, 0.0, 0.0], [0.0, 0.0, 0.0], [0.0, 0.0, 0.0], [0.0, 0.0, 0.0], [0.0, 0.0, 0.0], [0.0, 0.0, 0.0], [0.0, 0.0, 0.0], [0.0, -0.1, 0.0], [0.0, 0.0, 0.0], [0.0, 0.0, 0.1], [0.0, 0.0, 0.0], [0.0, 0.0, 0.0], [-0.1, 0.0, 0.1], [0.0, 0.0, 0.0], [0.0, 0.0, 0.0], [0.1, 0.0, 0.0], [0.0, 0.0, 0.0], [0.1, 0.0, 0.2], [0.0, 0.0, 0.0], [0.0, 0.1, 0.0], [0.0, 0.0, 0.0], [0.0, 0.0, 0.0], [0.1, 0.0, 0.0], [0.0, 0.0, 0.0], [0.1, 0.1, 0.0], [0.0, -0.1, -0.1], [0.0, 0.0, 0.0], [-0.1, 0.0, -0.1], [0.0, 0.0, -0.1], [0.2, -0.1, 0.0], [0.0, -0.1, 0.1], [0.0, 0.0, -0.1], [0.0, 0.0, 0.0], [0.0, 0.0, 0.0], [0.0, 0.0, 0.0], [0.0, 0.0, 0.0], [0.0, 0.0, 0.0], [0.0, 0.0, 0.0]],
  "mulliken_charge": [0.77, 0.38, 0.39, -0.03, 0.40, 0.45, 1.30, 0.60, 0.69, 0.85, 0.33, 0.56, -0.71, 0.48, 0.44, 0.41, 1.12, 0.38, 0.32, -0.89, 0.32, 0.38, -0.39, -0.74, -0.48, -0.25, 0.34, 0.05, 0.42, 0.54, -0.35, -0.25, -0.58, 0.38, 1.45, -0.21, 0.43, -0.16, -0.98, 0.00, 0.37, 0.46, -0.22, 0.42, -1.13, 0.37, -1.45, -1.30, -0.25, -1.04, 0.71, 0.01, -0.69, 0.37, -1.09, -0.35, -0.85, 0.62, 0.49, 0.12, 0.41, -2.07, -0.59, -0.59, 0.02, 0.16, -0.12, -0.03, -0.11, -1.23, 0.51, 0.42, 0.49]
}